DFT (ωB97M-V/def2-TZVPD) results for a 8-piece molecular cluster, C37H92ClNO26PS9 overall in a non-equilibrium geometry.

Properties
- LUMO level: -2.292 eV
- Total charge: +1
- Molecular weight: 1322.2 g/mol
- Gap between HOMO and LUMO: 9.31 eV
- HOMO level: -11.6055 eV
- Largest force on an atom: 0.039 hartree/bohr

XYZ file:
```
167
Properties=species:S:1:pos:R:3:mulliken_charge:R:1
C 2.178 0.675 -1.724 -1.28
C 1.189 -0.369 -2.274 0.30
C 0.863 -1.401 -1.195 -0.14
C -0.183 -0.897 -0.188 -0.15
C -0.847 -2.015 0.621 -1.05
C -0.047 -2.462 1.841 -0.86
C 0.959 -3.579 1.515 1.79
C 1.740 -3.900 2.771 -1.69
N 3.102 -4.549 2.610 1.10
C 3.862 -4.178 3.909 -0.70
C 4.589 -2.842 3.958 -1.26
C 3.795 -1.558 3.714 -0.28
S 2.761 -1.296 5.204 -0.22
C 3.918 -4.055 1.452 -1.12
C 3.641 -4.597 0.051 -0.88
C 4.282 -5.928 -0.350 -0.91
C 3.905 -6.172 -1.827 -0.81
S 3.886 -7.908 -2.246 1.21
O 2.603 -8.441 -1.923 -0.54
O 4.313 -8.068 -3.598 -0.57
Cl 5.243 -8.851 -1.064 -0.22
C 3.008 -6.059 2.668 -0.83
P 1.724 -7.052 1.834 0.67
O 2.178 -8.431 2.015 -0.73
O 1.524 -6.589 0.342 -0.44
O 0.303 -6.765 2.500 -0.52
H 2.902 0.180 -1.077 0.42
H 1.665 1.435 -1.143 0.22
H 2.730 1.131 -2.542 0.21
H 0.298 0.103 -2.675 0.36
H 1.702 -0.890 -3.084 -0.30
H 0.491 -2.325 -1.637 0.43
H 1.789 -1.606 -0.651 -0.51
H -0.982 -0.407 -0.745 -0.04
H 0.232 -0.136 0.471 0.34
H -1.803 -1.641 0.987 0.29
H -1.084 -2.851 -0.038 0.49
H -0.677 -2.758 2.679 0.55
H 0.543 -1.610 2.190 0.36
H 1.597 -3.176 0.736 -1.37
H 0.394 -4.426 1.141 0.29
H 1.165 -4.548 3.430 0.29
H 1.859 -2.983 3.336 0.40
H 3.118 -4.218 4.699 0.53
H 4.604 -4.958 4.050 0.53
H 4.991 -2.784 4.971 0.52
H 5.473 -2.832 3.323 0.40
H 4.469 -0.716 3.614 0.48
H 3.121 -1.607 2.868 0.09
H 1.946 -0.335 4.757 0.15
H 3.797 -2.980 1.416 0.28
H 4.954 -4.304 1.675 0.80
H 4.127 -3.857 -0.592 0.85
H 2.595 -4.568 -0.225 0.33
H 3.909 -6.772 0.221 0.45
H 5.363 -5.865 -0.263 0.38
H 4.538 -5.606 -2.501 0.52
H 2.874 -5.849 -1.942 0.29
H 2.880 -6.321 3.716 0.66
H 3.974 -6.454 2.371 0.60
H 0.599 -6.508 0.084 0.42
H 0.227 -7.399 3.224 0.36
O 3.171 -3.394 -4.557 -0.40
S 2.151 -3.224 -5.558 1.18
O 0.772 -3.244 -5.183 -0.65
O 2.399 -4.257 -6.732 -0.28
C 2.528 -5.660 -6.404 -0.18
C 1.185 -6.307 -6.129 -1.06
C 2.474 -1.767 -6.487 -0.88
H 3.212 -5.774 -5.562 0.18
H 2.994 -6.121 -7.271 0.27
H 0.734 -5.908 -5.221 0.26
H 1.307 -7.383 -6.004 0.41
H 0.495 -6.119 -6.950 0.30
H 3.517 -1.756 -6.796 0.21
H 2.266 -0.922 -5.833 0.28
H 1.807 -1.753 -7.345 0.40
O -2.351 1.524 1.767 -0.53
S -2.197 1.937 3.130 1.32
O -1.420 1.143 4.034 -0.65
O -3.636 2.194 3.738 -0.17
C -4.610 1.123 3.613 -0.14
C -4.382 -0.001 4.602 -1.20
C -1.605 3.595 3.181 -1.16
H -4.610 0.765 2.584 0.28
H -5.573 1.592 3.798 0.22
H -3.456 -0.537 4.394 0.21
H -5.209 -0.707 4.544 0.43
H -4.317 0.389 5.618 0.30
H -2.199 4.208 2.510 0.37
H -0.569 3.570 2.850 0.40
H -1.667 3.957 4.204 0.38
O -7.009 3.596 4.003 -0.70
S -6.465 4.794 3.436 1.19
O -5.942 5.807 4.304 -0.52
O -7.538 5.435 2.466 -0.30
C -8.870 5.661 2.989 -0.37
C -8.945 6.875 3.892 -0.97
C -5.257 4.398 2.228 -0.47
H -9.214 4.759 3.496 0.33
H -9.490 5.802 2.107 0.29
H -8.389 6.719 4.815 0.25
H -9.985 7.076 4.149 0.41
H -8.526 7.749 3.396 0.28
H -5.659 3.646 1.552 0.27
H -4.397 4.005 2.763 -0.26
H -4.993 5.307 1.692 0.54
O -4.214 9.509 5.302 -0.64
S -3.849 8.862 6.526 1.22
O -4.147 9.488 7.776 -0.62
O -2.290 8.528 6.468 -0.25
C -1.395 9.614 6.144 -0.38
C -1.165 10.553 7.311 -0.99
C -4.437 7.208 6.537 -0.87
H -1.775 10.145 5.271 0.35
H -0.464 9.129 5.857 0.26
H -2.071 11.102 7.563 0.30
H -0.387 11.272 7.057 0.39
H -0.858 9.995 8.196 0.27
H -4.176 6.736 5.598 0.24
H -5.516 7.252 6.646 0.34
H -3.990 6.690 7.382 0.41
O -6.575 1.279 0.469 -0.44
S -7.053 0.317 -0.479 1.15
O -7.043 -1.073 -0.147 -0.63
O -6.278 0.541 -1.847 -0.34
C -4.832 0.571 -1.795 -0.23
C -4.221 -0.808 -1.656 -0.79
C -8.654 0.775 -1.039 -1.07
H -4.513 1.233 -0.987 0.18
H -4.533 1.029 -2.735 0.29
H -4.450 -1.249 -0.687 0.29
H -3.137 -0.738 -1.756 0.17
H -4.606 -1.477 -2.425 0.34
H -8.641 1.825 -1.316 0.31
H -9.337 0.605 -0.211 0.38
H -8.919 0.147 -1.885 0.37
O 6.005 -1.094 -6.370 -0.60
S 7.076 -1.245 -5.432 1.17
O 7.721 -0.098 -4.878 -0.62
O 8.160 -2.219 -6.052 -0.28
C 8.674 -1.904 -7.370 -0.34
C 9.686 -0.777 -7.348 -0.99
C 6.559 -2.293 -4.115 -0.94
H 7.841 -1.685 -8.038 0.32
H 9.136 -2.828 -7.711 0.28
H 9.222 0.170 -7.079 0.30
H 10.137 -0.671 -8.334 0.39
H 10.470 -0.982 -6.620 0.27
H 6.089 -3.181 -4.528 0.25
H 5.843 -1.727 -3.523 0.35
H 7.431 -2.547 -3.517 0.42
O 0.117 2.714 -3.035 -0.51
S 0.652 3.932 -3.565 1.18
O 1.200 4.914 -2.683 -0.65
O -0.429 4.603 -4.510 -0.30
C -1.751 4.832 -3.966 -0.28
C -1.802 6.031 -3.042 -0.99
C 1.829 3.558 -4.817 -1.03
H -2.097 3.924 -3.469 0.26
H -2.381 4.993 -4.837 0.29
H -1.233 5.856 -2.130 0.28
H -2.836 6.239 -2.768 0.40
H -1.382 6.909 -3.531 0.28
H 1.396 2.833 -5.500 0.30
H 2.701 3.141 -4.316 0.37
H 2.093 4.477 -5.332 0.40
```

=====

DFT (ωB97M-V/def2-TZVPD) results for a 7-piece molecular cluster, C37H94N6O12 overall in a non-equilibrium geometry.

Properties
- LUMO level: 0.472 eV
- Molecular weight: 815.2 g/mol
- Energy above the lowest of the compared OMol25 structures with the same formula, charge and spin: 0.0 kcal per mole
- Gap between HOMO and LUMO: 9.10 eV
- HOMO level: -8.6270 eV
- Largest force on an atom: 0.054 hartree/bohr
- SMILES: COC[C@H](C)N.COCCNCCOC.COCCNCCOC.COCCNCCOC.COCCNCCOC.COCCNCCOC.CC(C)O

XYZ file:
```
149
Properties=species:S:1:pos:R:3:mulliken_charge:R:1
C -4.506 7.697 -3.368 -0.71
O -4.593 6.485 -2.648 -0.23
C -5.806 6.275 -1.984 -0.51
C -6.191 7.292 -0.928 0.57
C -5.064 7.352 0.133 -1.36
N -7.462 6.755 -0.284 -0.70
H -3.444 7.889 -3.507 0.23
H -5.000 8.510 -2.838 0.29
H -4.943 7.591 -4.370 0.28
H -6.631 6.131 -2.701 0.32
H -5.614 5.319 -1.490 0.04
H -6.331 8.329 -1.243 0.20
H -4.127 7.691 -0.350 0.33
H -4.799 6.408 0.615 0.35
H -5.216 8.126 0.893 0.41
H -7.373 6.759 0.720 0.25
H -7.613 5.799 -0.581 0.26
C -4.092 2.653 -1.317 -0.76
O -3.523 1.689 -0.507 -0.09
C -2.180 2.010 -0.373 -0.78
C -1.293 0.930 0.253 -0.28
N -1.319 -0.384 -0.383 0.42
C -0.650 -1.391 0.434 -0.85
C 0.843 -1.158 0.206 1.13
O 1.618 -1.907 1.110 -0.36
C 1.662 -1.481 2.432 -0.67
H -5.180 2.711 -1.339 0.25
H -3.734 2.691 -2.350 0.28
H -3.844 3.634 -0.862 0.34
H -2.013 2.903 0.249 0.40
H -1.731 2.221 -1.361 0.11
H -1.486 0.896 1.345 0.26
H -0.282 1.347 0.170 -0.11
H -2.192 -0.550 -0.858 0.00
H -0.792 -2.416 0.101 0.24
H -0.885 -1.228 1.494 0.48
H 1.074 -0.095 0.347 -0.26
H 1.129 -1.443 -0.801 -0.56
H 2.576 -1.760 2.945 0.12
H 0.782 -1.944 2.889 0.35
H 1.552 -0.389 2.497 0.27
C 4.033 -0.600 7.584 -0.74
O 3.859 0.666 6.956 -0.39
C 3.168 0.582 5.750 -0.35
C 3.225 1.939 5.047 -0.81
N 4.538 2.172 4.420 -0.31
C 4.577 3.400 3.650 0.28
C 6.011 3.876 3.372 -0.56
O 5.844 5.170 2.784 -0.26
C 7.082 5.825 2.459 -0.78
H 4.442 -0.329 8.554 0.30
H 4.764 -1.202 7.045 0.27
H 3.045 -1.050 7.663 0.32
H 2.083 0.354 5.835 0.43
H 3.516 -0.182 5.033 0.20
H 3.037 2.720 5.811 0.37
H 2.370 2.010 4.366 0.47
H 5.227 2.033 5.145 0.27
H 4.047 4.243 4.122 0.25
H 4.114 3.211 2.684 -0.54
H 6.336 3.257 2.523 0.39
H 6.670 3.871 4.238 0.47
H 6.865 6.446 1.594 0.24
H 7.844 5.086 2.189 0.35
H 7.425 6.402 3.321 0.24
C -4.093 -5.394 -4.032 -0.81
O -3.044 -4.452 -3.978 -0.31
C -2.572 -4.219 -2.678 -0.77
C -1.132 -3.743 -2.735 0.73
N -0.403 -4.662 -3.564 -0.33
C 0.858 -4.142 -4.126 -0.83
C 1.684 -3.463 -3.057 0.79
O 2.921 -3.080 -3.594 -0.48
C 3.723 -2.364 -2.690 -0.43
H -3.844 -6.320 -3.493 0.34
H -4.302 -5.629 -5.073 0.28
H -5.013 -5.018 -3.566 0.28
H -2.653 -5.132 -2.065 0.46
H -3.223 -3.516 -2.136 0.34
H -0.776 -3.797 -1.699 -0.29
H -1.076 -2.692 -3.047 -0.21
H -1.007 -4.898 -4.340 0.30
H 0.710 -3.480 -4.988 0.32
H 1.463 -5.020 -4.371 0.36
H 1.817 -4.190 -2.230 -0.03
H 1.223 -2.588 -2.576 -0.34
H 4.343 -1.642 -3.235 0.28
H 4.404 -3.057 -2.179 0.24
H 3.167 -1.738 -1.980 0.08
C 3.708 -3.761 5.320 -0.81
O 3.767 -4.898 6.138 -0.44
C 4.422 -6.002 5.605 -0.73
C 3.872 -6.627 4.329 -0.43
N 4.257 -5.873 3.131 -0.25
C 3.482 -6.292 1.972 -0.58
C 4.185 -5.953 0.634 -0.38
O 4.051 -7.007 -0.352 -0.43
C 2.781 -7.040 -0.945 -0.11
H 4.671 -3.454 4.874 0.42
H 3.403 -2.898 5.907 0.20
H 2.989 -3.971 4.517 0.34
H 4.536 -6.735 6.405 0.38
H 5.485 -5.735 5.435 0.38
H 2.783 -6.724 4.481 0.32
H 4.316 -7.625 4.290 0.46
H 4.006 -4.923 3.359 0.11
H 2.462 -5.863 1.966 0.31
H 3.302 -7.371 2.028 0.47
H 5.262 -5.901 0.801 0.39
H 3.769 -5.031 0.200 0.07
H 1.969 -7.254 -0.243 0.28
H 2.806 -7.822 -1.700 0.30
H 2.597 -6.077 -1.441 -0.20
C -1.284 0.626 -4.117 -0.22
O -2.507 -0.009 -4.501 -0.14
C -3.364 0.814 -5.296 -0.72
C -4.778 0.288 -5.256 -0.62
N -5.287 0.422 -3.920 -0.12
C -6.242 -0.606 -3.559 -0.56
C -6.710 -0.424 -2.120 -0.67
O -5.675 -0.923 -1.302 -0.17
C -5.831 -0.590 0.071 -0.79
H -1.504 1.472 -3.453 0.09
H -0.699 0.966 -4.981 0.39
H -0.711 -0.124 -3.574 -0.18
H -2.981 0.784 -6.335 0.43
H -3.384 1.889 -5.041 0.34
H -4.816 -0.768 -5.547 0.35
H -5.342 0.871 -5.993 0.32
H -4.482 0.416 -3.303 -0.03
H -5.720 -1.568 -3.512 0.22
H -7.078 -0.655 -4.255 0.51
H -7.607 -1.022 -1.915 0.44
H -6.879 0.645 -1.929 0.31
H -4.889 -0.771 0.578 0.20
H -6.686 -1.131 0.502 0.33
H -6.053 0.484 0.194 0.28
C 2.540 2.656 -0.071 -1.42
C 3.186 3.932 -0.605 0.76
C 2.156 4.973 -1.051 -1.43
O 4.037 4.553 0.374 -0.47
H 1.778 2.357 -0.794 0.41
H 2.264 2.756 0.981 0.30
H 3.247 1.813 -0.052 0.46
H 3.758 3.676 -1.520 0.13
H 2.484 5.775 -1.695 0.37
H 1.701 5.379 -0.138 0.34
H 1.343 4.408 -1.525 0.33
H 4.512 3.860 0.842 0.12
```

=====

Which of these has the lowest largest force on an atom?
C37H92ClNO26PS9

=====

The lowest largest force on an atom belongs to which entry?
C37H92ClNO26PS9

=====

Which value of LUMO level does entry 1 give?
-2.292 eV